Formula: C50H33CrN4S
Source: the OMol25 dataset
Level of theory: ωB97M-V/def2-TZVPD

Positions of all 89 atoms, in Å:
C 0.16983 5.24233 -0.72751
C -2.37425 -3.33308 2.01464
C 3.93952 1.38192 6.61125
C 1.30151 -7.27997 0.44303
H 3.09152 -4.46285 -0.14829
H -4.35957 -2.98863 -0.70064
H 2.11244 -3.79855 2.51915
C -0.04617 8.01024 -0.98519
H 2.67432 3.53245 3.33042
C -1.03865 -2.54791 -2.92435
C -3.26775 -3.68264 1.01144
C -1.11209 3.47639 -2.63898
H -2.07017 -4.06712 2.75156
H 4.39720 1.53424 7.57996
C 2.23841 -5.09687 0.06210
H -3.78748 -1.15625 -3.22127
H 2.74689 -1.69270 4.04504
C 0.98223 -4.51602 0.21617
H -3.46736 -0.68110 -0.56299
C -4.21522 -1.04259 -5.32444
C -1.33231 -0.07013 -3.08392
C 1.34895 -2.23878 1.10600
C 0.27821 3.75741 -0.58508
H -1.55112 -2.81589 -3.83358
C 2.75992 0.98889 4.11297
C -1.56668 2.41183 -3.33414
H -0.72887 0.57275 -5.64758
Cr 0.27850 0.36389 -0.07510
C -3.16198 -1.43193 0.15646
H 5.75094 0.70072 5.68487
C 1.78648 1.92758 2.04991
C -0.76234 5.94889 0.02700
H -0.81311 -7.33148 0.80816
H -1.15869 -1.76974 2.85509
H 4.70128 0.35384 3.47386
C -0.11186 -5.33330 0.48300
C -1.71067 0.12294 -5.55887
C -1.86491 -2.04303 2.07988
H -1.28916 4.52141 -2.83427
H 1.99278 2.01849 7.25155
H -4.36401 -0.79895 -7.45183
C -0.43030 -3.37252 -2.04697
H -1.08878 -4.88080 0.60171
N -0.33237 1.59205 -1.57897
H -1.59997 7.86547 0.48904
H -5.19357 -1.49494 -5.22578
C 2.59088 1.65505 6.42596
C 0.88523 7.31123 -1.74003
C -2.49627 -0.06740 -6.68724
C 0.99072 5.93236 -1.61220
C 0.97457 3.26902 0.51554
S -1.60041 0.57504 1.25941
H 1.71715 5.38325 -2.19920
C -2.25251 -1.07585 1.15350
C -1.07111 1.23414 -2.67141
C 2.11833 3.27010 2.44588
H 1.42449 -8.35170 0.52977
C 0.81010 -3.03609 0.09821
C 2.00473 1.46093 5.18349
N 1.31646 -0.87264 1.15637
H -1.40204 5.40923 0.71479
C -3.65758 -2.72537 0.08164
N 1.11111 1.95077 0.86074
H 3.37922 -6.91136 0.04960
C -3.75113 -0.65024 -6.57247
H -2.12591 0.23696 -7.65759
C 1.96668 -2.75364 2.30115
C 0.04602 -6.70775 0.59699
C 0.11708 -2.54616 -1.00162
H 1.53211 7.83855 -2.42914
C -3.42763 -0.85313 -4.19801
N -0.14326 -1.22861 -1.27043
H 0.95256 1.67104 5.03355
H -0.13025 9.08447 -1.08565
H -2.19155 2.41368 -4.21188
C 2.29154 -1.69104 3.06843
C 2.11838 0.78821 2.77942
C 2.39817 -6.47148 0.17438
C -2.16852 -0.26785 -4.30396
C 4.10992 0.71617 4.30638
H -3.66181 -4.68963 0.95609
C 4.69827 0.91243 5.54848
H 1.68432 5.17060 1.45349
H -0.35119 -4.44579 -2.09558
C 1.62134 4.09595 1.49831
C -0.34293 2.96196 -1.53883
C -0.86384 -1.20552 -2.43371
C 1.89757 -0.51211 2.34424
C -0.87058 7.32624 -0.10136

Properties
E_HOMO (spin up / spin down), eV: -7.13 / -7.06
Kohn-Sham gap (spin up / spin down), Ha: 0.2230 / 0.2127
Spin multiplicity: 4
⟨S²⟩: 3.846

Atomic partial charges in e from the Mulliken method, atoms 1 to 5: atom 1 (C): -1.04, atom 2 (C): -0.44, atom 3 (C): -0.37, atom 4 (C): -0.43, atom 5 (H): 0.49

=====

Formula: C50H34BBaF4N11O
Source: the OMol25 dataset
Level of theory: ωB97M-V/def2-TZVPD

Positions of all 102 atoms, in Å:
C 2.08364 4.00432 1.08023
H 3.93332 3.18392 1.76599
H -0.58705 -7.89470 2.29286
N -0.79079 6.36384 -2.81482
H 3.85665 7.43689 1.35981
H 2.33054 0.69942 -6.80312
C -2.51213 -7.66955 1.37680
B -3.09757 -0.85139 -3.15779
C -2.06601 -2.63989 1.48540
C 2.06447 1.73732 0.14389
H -1.03768 1.64739 -6.41021
H 0.37290 5.13509 0.46145
N 1.67684 0.45137 0.00487
C -4.61339 1.38350 6.58612
H -2.78281 1.05733 7.64969
H 0.06301 -5.54474 1.91040
C 4.99880 -1.98920 -1.43771
C -0.19537 -3.39804 0.00909
C 1.56588 -2.45597 -0.84940
C -1.13142 5.46476 -2.16706
H 2.40264 -4.32366 -1.78753
C -5.22411 1.40083 5.34282
H -2.80205 -8.69788 1.55087
C -2.33688 0.49960 3.07685
C -0.83415 3.12912 -1.55618
H -4.97639 1.13051 3.23216
H 2.51823 -2.44346 -3.67940
N -3.45346 4.79873 0.18127
H 5.07648 5.37331 1.91791
N 1.34633 0.89881 -6.88961
C -3.14198 0.81087 4.28473
C -1.51971 4.36744 -1.41621
C -1.39685 1.46153 2.68625
H 0.73222 4.05322 -2.51011
C 3.36065 6.47898 1.28071
C -2.50433 -0.78245 2.53832
C -0.20241 3.36300 2.74093
H -3.68341 -4.79145 0.03061
H 0.23942 -5.47254 -0.76436
N -1.77302 -1.32291 1.53830
C 3.27065 1.96631 -0.62356
C 1.62847 -3.85412 -1.21006
H 4.41157 -3.28380 -5.00944
C 1.40320 5.18406 0.78008
H -4.35056 -7.14378 0.41634
C -1.26975 -7.21923 1.79361
N 0.28345 3.16191 -2.37902
H 3.78589 2.90432 -0.74608
C -1.76951 -5.01396 0.95016
C 3.70445 -1.99593 -1.95481
C -3.26637 1.07362 6.68074
H 4.44962 0.55818 -1.80174
H -1.48516 0.54746 5.60923
C 1.42522 2.69141 0.94978
C -2.53677 0.79225 5.54052
H 6.69289 -3.29321 -4.05732
H 7.06069 -2.43736 -1.76765
H -1.82684 3.09245 4.17530
C 0.26664 2.46470 1.70708
C 0.66165 0.75403 -5.70765
F -4.24300 -0.12001 -3.37727
H -1.13018 0.99515 -4.82039
C -3.38035 -6.79365 0.74490
C -1.22940 2.73452 3.35597
Ba -0.79186 -0.06316 -0.36618
C 0.53094 -4.44114 -0.68101
H -3.52903 -3.91699 2.61668
F -2.53307 -0.54156 -1.89492
C 2.03691 6.40846 0.87740
N 0.44251 -2.22022 -0.14213
C 3.51168 -2.45907 -3.25580
C -0.90194 -5.90467 1.58153
H -5.18251 1.61530 7.47760
C -3.37044 -1.79233 3.10507
H 5.15887 -1.62851 -0.43089
O -1.16995 2.04947 -1.05114
C -1.35846 -3.60922 0.76031
C 3.40999 4.09276 1.50490
F -2.17849 -0.52477 -4.15643
F -3.38129 -2.19840 -3.21099
H 1.10083 1.68636 -7.46668
C 2.56687 -1.52180 -1.14510
C 6.06389 -2.44863 -2.18907
H -6.27440 1.64973 5.26824
H 0.89620 2.36941 -2.26060
C -4.49770 1.11334 4.20087
C 2.59828 -0.17504 -0.75545
C 4.57837 -2.92213 -4.00311
N -0.55403 1.31184 -5.59447
H 1.50051 7.31394 0.62955
N 0.36976 -0.34858 -2.53840
C 5.85970 -2.92222 -3.47444
N 1.25894 0.09284 -4.76881
H 0.22228 4.32275 2.97911
H -4.07352 -1.64594 3.90644
N -0.48782 1.34612 1.69441
C -2.59321 4.55125 -0.54974
C 4.04398 5.31658 1.59680
C -3.09907 -2.94539 2.44918
C 3.60749 0.77180 -1.16899
C 0.71843 -0.12473 -3.61061
C -3.01516 -5.47602 0.53331

Properties
E_HOMO, eV: -1.75
Total charge: -2
Kohn-Sham gap, Ha: 0.2037

Atomic partial charges in e from the Mulliken method, atoms 1 to 5: atom 1 (C): -0.09, atom 2 (H): 0.49, atom 3 (H): 0.37, atom 4 (N): -0.77, atom 5 (H): 0.37

=====

Formula: C50H36AsN7O3Tc
Source: the OMol25 dataset
Level of theory: ωB97M-V/def2-TZVPD

Positions of all 98 atoms, in Å:
C -2.84919 0.81770 0.41469
H 2.24350 -3.17103 -0.50335
O 0.33754 -0.38136 -0.80840
C 3.15992 -2.61330 -0.52628
C 1.27421 -4.78973 3.39244
C 1.12551 3.04476 -3.52291
H -3.57996 5.29735 2.34313
N -2.16148 -1.37608 -0.20625
C 2.27590 3.22482 -4.28965
C -0.96247 2.10969 4.68454
C 4.37842 -0.59801 -1.12847
C -7.05939 4.68693 0.92861
H -2.97929 3.32689 3.29361
H 1.58335 -4.02789 4.10034
C 1.11319 -7.09590 2.73789
As 1.63726 -0.70989 -1.89353
C 0.60817 -4.40759 2.22770
H -0.85907 -0.85393 -3.34848
H 3.52026 3.84406 0.91642
H 1.85658 -0.16688 3.69954
H 2.05456 -6.42001 4.54203
H 2.41038 4.13933 -4.85797
H 2.02315 5.72572 0.13119
H -5.31155 7.06412 2.32535
C 5.51901 -1.12987 -0.54582
C -0.17278 3.16190 0.19712
Tc 0.14362 0.03346 1.15689
H 4.40308 0.39514 -1.55744
H -4.54936 1.81875 -0.38684
C -1.97393 1.68825 2.38552
N 0.08560 0.72608 3.11944
C -0.32215 -1.75602 -3.61422
N 0.01280 1.91884 5.58007
C -2.26871 -2.47988 -0.92587
H 6.43279 -0.54827 -0.53118
H 6.38038 -2.80002 0.48687
C -3.86484 2.76347 1.40985
N -3.87489 -1.48960 -2.37285
C 5.48241 -2.39091 0.03565
C 3.24655 2.23070 -4.34695
C 0.18989 -5.38569 1.32246
C -0.93273 1.52642 3.43765
H 0.05813 1.71146 -2.21494
H -1.64440 -3.32502 -0.63517
C 1.52932 -6.12899 3.64109
H 4.13475 2.36791 -4.95603
H 1.80955 0.95378 5.96234
C -2.93510 2.65476 2.44382
N -1.88077 0.81054 1.35935
C -5.53613 6.07806 1.92368
H 2.64011 -3.33423 -3.04814
H 4.27250 -4.11441 0.51835
C 3.21486 -1.35424 -1.12111
C 0.94963 1.87431 -2.79580
H -1.79680 2.73587 4.98548
C -6.15094 3.63693 0.89602
H 3.81976 0.27638 -3.69986
C 0.93944 -2.01173 -3.07800
H 0.10714 -7.48490 0.87919
N 0.63118 2.16841 0.61971
H -3.26628 -3.45730 -2.57575
C 1.93313 2.43861 0.84752
C 0.29755 4.44250 0.00120
H -1.85787 -2.46436 -4.93250
H -4.34605 0.47511 -1.94350
H -1.21120 2.91086 0.00089
C 3.07677 1.05736 -3.63070
C 1.07420 -4.06825 -4.30670
C -3.75174 -0.37993 -1.63257
H -0.33423 -5.09173 0.41481
C -3.14942 -2.54338 -1.99981
H -0.63088 -4.53763 -5.52318
C 1.93384 0.89332 -2.84922
C -0.88263 -2.66367 -4.49767
H -6.45811 2.66789 0.50563
N -6.77194 5.90139 1.42673
C 1.01693 1.11597 5.23857
C -4.56964 5.08292 1.94201
C 0.12788 -1.82375 1.78965
C -2.91140 -0.33545 -0.53930
O 3.95058 1.39158 1.46053
H -0.37753 5.20966 -0.36105
C 1.05997 0.49900 4.00008
C 1.63380 4.72031 0.26615
H 1.30500 -8.14409 2.94093
H 1.61837 -4.96424 -4.58612
C 2.46785 3.69785 0.69661
C 2.78786 1.26020 1.23079
H 0.36139 3.81588 -3.50078
C 0.36433 -3.01177 1.95605
C 0.44175 -6.72622 1.57923
O 2.12372 0.07823 1.24904
C 4.30199 -3.13248 0.05347
C -0.18785 -3.82432 -4.83493
C -3.81148 1.80918 0.40685
H -8.06669 4.54878 0.54126
C -4.88027 3.84154 1.41267
C 1.64987 -3.15689 -3.42935

Properties
E_HOMO (spin up / spin down), eV: -12.98 / -13.25
Total charge: +2
Kohn-Sham gap (spin up / spin down), Ha: 0.2477 / 0.2250
Spin multiplicity: 4
⟨S²⟩: 3.797

Atomic partial charges in e from the Mulliken method, atoms 1 to 5: atom 1 (C): -0.07, atom 2 (H): 0.95, atom 3 (O): 1.70, atom 4 (C): -0.93, atom 5 (C): -0.52

=====

Energy relative to the best compared isomer or geometry (same formula, charge and spin) for the records above, in order: 0.0 101.4 39.0 kJ/mol
DFT total energy for the records above, in order: -3586.9808 -3053.5793 -4852.0612 Ha